ORCA calculation (the ωB97M-V functional and the def2-TZVPD basis) on 2 unconnected molecules or ions with the total composition C2H2F2OS in a non-equilibrium geometry.

Results
Multiplicity: 1
Energy relative to the best compared isomer or geometry (same formula, charge and spin) (kJ/mol): 329.7
Highest occupied orbital energy (eV): -10.14
Gap between HOMO and LUMO (eV): 9.19
Strongest force on any atom (hartree/bohr): 0.0994
Charge: 0
E_tot (eV): -20420.243

Element x y z (Å)
C1 -0.343 -0.750 0.723
C2 -0.702 -0.611 -0.699
O1 0.966 -0.380 2.852
F1 0.309 -0.963 -1.553
F2 -1.012 0.667 -0.930
S1 1.035 -0.153 1.419
H1 -1.412 -1.187 1.765
H2 -1.771 -1.083 -1.068